No. 1
Below is a molecular structure, C5H11CrO4, with properties calculated with wB97M-V/def2-TZVPD.

Each line ends with the Löwdin spin population.
Cartesian coordinates (Å):
Cr1 1.8707 1.5294 1.0922  3.2917
O1 0.9624 -0.1080 0.1134  0.0096
O2 3.5006 0.7864 0.4495  -0.2519
O3 -2.5065 -0.4854 -0.0841  0.0011
O4 0.1898 2.2264 0.9754  -0.0176
C1 -3.7661 0.2172 -0.0951  0.0000
C2 2.0462 -0.9705 -0.3198  0.0036
C3 3.2605 -0.0938 -0.5954  -0.0244
C4 -0.2593 -0.7903 0.2665  0.0034
C5 -1.3957 0.1227 -0.0067  0.0020
H1 4.1093 -0.7838 -0.7634  -0.0122
H2 -0.7227 1.7106 1.0480  0.0056
H3 -1.4298 1.1833 -0.3645  0.0006
H4 3.0911 0.4389 -1.5532  -0.0126
H5 -3.8351 0.9563 0.7104  0.0000
H6 -0.3231 -1.6853 -0.3739  -0.0001
H7 -3.8243 0.7063 -1.0712  0.0000
H8 1.7270 -1.5226 -1.2156  0.0001
H9 -4.5412 -0.5483 0.0110  0.0000
H10 -0.3926 -1.2006 1.2848  0.0005
H11 2.2389 -1.6890 0.4915  0.0002

The LUMO energy (alpha / beta) is -10.56 / -10.20 eV. As for the expectation value of S²: 3.985. The value obtained for the max |F| is 4.1 eV/Å. The value obtained for the gap between HOMO and LUMO (alpha / beta) is 7.50 / 8.79 eV. The multiplicity is 4. The net charge is +2. The value obtained for the electronic energy is -1541.75028 hartree. The HOMO energy (alpha / beta) comes out at -18.06 / -18.99 eV. As for the energy relative to the best compared isomer or geometry (same formula, charge and spin): 0.000 eV.

---

No. 2
Below is a molecular structure, C5H11F6N6O7RhS, with properties calculated with wB97M-V/def2-TZVPD.

Each line ends with the natural charge from an NBO analysis.
Cartesian coordinates (Å):
Rh1 0.6532 0.2704 0.1772  1.3406
S1 1.2293 1.9482 1.9541  2.5319
F1 -1.7813 -4.5454 1.0011  -0.3191
F2 -3.6389 -2.6804 0.3729  -0.3181
F3 -1.2425 -4.0995 -1.0288  -0.3130
F4 -3.0222 -0.6235 0.4154  -0.3438
F5 0.2530 -4.0589 0.5142  -0.3288
F6 -2.7138 -1.7861 -1.3518  -0.3214
O1 1.5122 2.8750 2.9997  -0.9184
O2 3.0155 0.5086 -1.5820  -0.3933
O3 0.7077 0.6186 2.4325  -0.9249
O4 -0.3240 -1.5529 -0.1886  -0.7226
O5 3.0055 2.4558 -2.4819  -0.4291
O6 0.1618 2.4141 0.9909  -1.0088
O7 2.3825 1.6159 1.0635  -0.9522
N1 1.1485 1.5722 -1.6471  -0.4957
N2 -1.4088 1.3296 -0.9599  -0.6432
N3 2.4395 -1.1986 0.6610  -0.9476
N4 2.4684 1.5307 -1.9072  0.6565
N5 -0.9393 2.4758 -1.6047  -0.4101
N6 0.8127 3.8199 -2.2651  -0.7661
C1 -1.0208 -3.7496 0.2383  0.9641
C2 0.3835 2.6470 -1.8057  0.6647
C3 -1.2308 -2.0086 2.0314  -0.6463
C4 -2.6680 -1.8497 -0.0166  0.9502
C5 -1.2551 -2.2359 0.5094  0.0967
H1 2.5268 -1.1651 1.6709  0.4089
H2 0.2296 4.6389 -2.2368  0.4081
H3 -1.8472 1.5508 -0.0670  0.4078
H4 -0.3719 -2.5207 2.4568  0.2282
H5 -1.5030 3.3190 -1.5376  0.3895
H6 2.2839 -2.1367 0.3114  0.4069
H7 1.8051 3.9087 -2.4696  0.4539
H8 -1.1184 -0.9405 2.2229  0.2452
H9 3.2262 -0.7431 0.2073  0.4186
H10 -2.0162 0.7835 -1.5680  0.3985
H11 -2.1426 -2.3876 2.4873  0.2322

The LUMO energy (alpha / beta) is -2.07 / -2.28 eV. The value obtained for the max |F| is 3.2 eV/Å. The value obtained for the gap between HOMO and LUMO (alpha / beta) is 7.64 / 7.36 eV. The value obtained for the electronic energy is -2160.13519 hartree. The HOMO energy (alpha / beta) comes out at -9.71 / -9.65 eV. As for the energy relative to the best compared isomer or geometry (same formula, charge and spin): 3.986 eV.

---

No. 3
Below is 2 unconnected molecules or ions with the total composition C5H11FN, with properties calculated with wB97M-V/def2-TZVPD.

Each line ends with the natural charge from an NBO analysis.
Cartesian coordinates (Å):
F1 -1.6926 -0.5309 -1.1302  -0.3542
N1 1.0829 0.6772 0.9384  -0.6747
C1 -0.2917 -1.3639 0.8763  -0.6872
C2 0.7941 -0.3996 -1.2986  -0.7148
C3 0.4490 -0.1696 0.1446  0.5779
C4 -2.8207 0.5015 0.6870  -0.4739
C5 -2.2632 0.5699 -0.5467  0.1997
H1 1.1004 0.4777 -1.8317  0.2497
H2 -2.1824 1.5091 -1.1033  0.2005
H3 -3.0224 -0.5725 1.0264  0.2228
H4 0.6148 0.9006 1.8579  0.4299
H5 1.5234 -1.1678 -1.2524  0.2783
H6 -0.0985 -0.8296 -1.6553  0.2869
H7 -0.9840 -2.0219 0.3966  0.2735
H8 -0.6959 -0.9874 1.7771  0.2377
H9 0.5989 -1.9856 1.2463  0.2718
H10 -3.3236 1.2707 1.1699  0.2398
H11 1.5674 1.5280 0.6483  0.4361

The LUMO energy is -4.73 eV. The value obtained for the max |F| is 4.9 eV/Å. The value obtained for the gap between HOMO and LUMO is 9.35 eV. The net charge is +1. The value obtained for the electronic energy is -351.39901 hartree. The HOMO energy comes out at -14.08 eV. As for the energy relative to the best compared isomer or geometry (same formula, charge and spin): 2.633 eV.

---

No. 4
Below is 2 unconnected molecules or ions with the total composition C5H11FN2, with properties calculated with wB97M-V/def2-TZVPD.

Each line ends with the natural charge from an NBO analysis.
Cartesian coordinates (Å):
F1 -0.7541 -0.4643 -1.4923  -0.4156
N1 1.5645 -0.2009 -1.4612  -0.8383
N2 -1.7228 -0.6265 2.0292  -0.6609
C1 -1.6699 0.2672 1.1926  0.1939
C2 0.2425 0.5811 0.3944  -0.2069
C3 0.5172 -1.8752 -0.0657  -0.6364
C4 0.4222 -0.4797 -0.6630  0.4386
C5 0.1773 2.0105 -0.0634  -0.6578
H1 1.4907 0.6914 -1.9340  0.3686
H2 1.1659 2.3723 -0.3503  0.2118
H3 0.6369 -2.6160 -0.8559  0.2089
H4 -2.6029 -0.8468 2.4887  0.3553
H5 -2.3667 0.9598 0.7414  0.1566
H6 -0.4912 2.1048 -0.9187  0.2172
H7 1.7299 -0.9279 -2.1461  0.3705
H8 -0.1872 2.6485 0.7393  0.2201
H9 0.8565 0.4046 1.2672  0.2143
H10 -0.3855 -2.0855 0.5001  0.2401
H11 1.3769 -1.9173 0.5976  0.2200

The LUMO energy is 1.09 eV. The value obtained for the max |F| is 4.8 eV/Å. The value obtained for the gap between HOMO and LUMO is 9.61 eV. The value obtained for the electronic energy is -406.42247 hartree. The HOMO energy comes out at -8.52 eV. As for the energy relative to the best compared isomer or geometry (same formula, charge and spin): 1.655 eV.

---

No. 5
Below is a molecular structure, C5H11FN2, with properties calculated with wB97M-V/def2-TZVPD.

Each line ends with the natural charge from an NBO analysis.
Cartesian coordinates (Å):
F1 0.1167 -2.3334 -0.2443  -0.4004
N1 -0.4402 1.8180 -0.3008  -0.8310
N2 2.4960 -0.0519 -0.1708  -0.8422
C1 0.1636 0.8919 0.4513  -0.0267
C2 -1.9274 -0.5761 -0.4758  -0.6374
C3 0.3365 -1.2289 0.6619  0.1906
C4 -0.8710 -0.2399 0.7068  -0.2708
C5 1.2190 -0.1588 -0.1271  -0.0404
H1 -1.6074 -0.2342 -1.6147  0.2441
H2 0.1077 2.6421 -0.7115  0.3593
H3 3.0885 -0.7484 -0.8655  0.3967
H4 -1.2214 -0.1880 1.7036  0.2155
H5 0.6466 1.1149 1.5344  0.1466
H6 -1.0319 2.5390 0.2756  0.3661
H7 -3.1912 -0.2623 -0.1623  0.2053
H8 2.7484 1.0061 -0.3607  0.3757
H9 -2.0898 -1.6586 -0.6873  0.2304
H10 0.7637 -1.7215 1.5871  0.1812
H11 0.6934 -0.6100 -1.1997  0.1373

The LUMO energy is 0.78 eV. The value obtained for the max |F| is 11.4 eV/Å. The value obtained for the gap between HOMO and LUMO is 9.28 eV. The value obtained for the electronic energy is -406.30492 hartree. The HOMO energy comes out at -8.50 eV. As for the energy relative to the best compared isomer or geometry (same formula, charge and spin): 4.854 eV.

---

No. 6
Below is C5H11FN2 in the gas phase, with properties calculated with wB97M-V/def2-TZVPD.

Each line ends with the natural charge from an NBO analysis.
Cartesian coordinates (Å):
F1 0.2822 -1.9015 0.0431  -0.3367
N1 1.1515 0.3449 0.2618  -0.2935
N2 1.4173 0.0525 1.5564  -0.6759
C1 -1.9261 0.9365 -0.9491  -0.6399
C2 2.2876 0.3611 -0.5441  -0.4108
C3 0.1098 -0.6748 -0.4371  0.3029
C4 -1.2197 -0.1244 -0.0479  -0.0206
C5 -1.8949 -0.6546 0.9281  -0.4032
H1 2.7259 -0.6253 -0.8321  0.1598
H2 -2.7731 -0.2244 1.3668  0.1976
H3 1.6413 -0.9949 1.7486  0.3327
H4 -3.0387 0.9152 -0.6064  0.2193
H5 -1.8335 0.4910 -1.9796  0.2097
H6 0.7187 0.4057 2.3089  0.3736
H7 -1.4251 -1.3964 1.5327  0.2000
H8 3.0237 1.0582 -0.2745  0.2141
H9 1.9942 0.6044 -1.6318  0.1837
H10 -1.5959 2.0005 -1.0040  0.2293
H11 0.3548 -0.5737 -1.4398  0.1577

The LUMO energy is 1.01 eV. The value obtained for the max |F| is 4.9 eV/Å. The value obtained for the gap between HOMO and LUMO is 9.80 eV. The value obtained for the electronic energy is -406.37664 hartree. Its SMILES is C=C(C)[C@H](F)N(C)N. The HOMO energy comes out at -8.80 eV. As for the energy relative to the best compared isomer or geometry (same formula, charge and spin): 2.903 eV.